[1]
C38H52BF4IIrN2O6P3 as an isolated structure. Source: OMol25; level of theory: the ωB97M-V functional and the def2-TZVPD basis.

Kohn-Sham gap in eV: 7.95
LUMO energy in eV: -5.39
Total charge: +2
ΔE to the lowest compared entry with this formula, charge and spin in kJ/mol: 0.00
Spin multiplicity: 1

Element x y z (Å)
O: -0.5191 -1.7721 3.2735
C: -4.4236 -2.3390 -3.5404
C: -0.7461 2.1776 -4.3552
N: -2.9612 -2.2741 -3.4836
H: -2.4345 -2.6468 -5.4786
H: -0.9972 -4.2246 -0.5392
H: 4.6542 -0.2128 3.0385
N: -1.8561 -0.9190 -1.7708
C: 1.8673 2.9794 -0.7764
H: 1.1486 -6.4435 0.3469
O: -0.2573 -3.9555 2.1482
H: 1.4587 -4.7394 0.0407
C: -3.3434 2.5791 0.3485
H: 4.9129 0.4499 0.0602
H: 1.2961 3.4843 -0.0070
P: -0.1281 -2.4337 1.9157
H: -1.4373 -3.4506 6.0582
H: 3.2582 2.5717 3.4223
I: -2.3991 0.9748 1.2914
F: 0.4769 -3.0169 -1.5933
C: 3.9811 2.4933 -1.8064
C: 1.2193 2.1954 -1.7322
H: 2.0543 2.6385 2.1161
H: -2.4285 -4.0750 -4.4167
H: 1.3131 0.2431 5.6105
H: 6.1410 0.2185 2.1929
O: 3.0637 0.1696 0.7645
C: 2.1919 2.5741 3.1961
C: 5.0591 0.3521 2.1977
C: -2.6121 3.5703 -0.3681
H: -2.4350 -2.8211 4.7449
C: -2.8264 1.9295 -5.5398
H: -6.3643 4.0389 0.7441
F: 2.5290 -2.1862 -2.2033
H: 2.8491 1.1122 5.4441
H: -2.2721 -4.7522 0.5848
C: -2.6416 5.9100 -1.1326
H: 5.0550 2.6238 -1.8481
H: 1.3619 1.9994 5.7987
H: 1.2100 -3.7102 4.3443
C: -3.4643 1.5964 -4.3495
C: -4.6483 4.9526 -0.1313
H: -3.2525 1.2876 -2.2476
C: 1.5920 -1.9981 1.5891
Ir: -0.7304 -0.0765 -0.3747
C: 1.5205 1.3473 3.7705
C: -0.3580 -2.2551 4.6619
C: 1.1326 -5.4509 0.7974
C: 1.0356 -2.7907 4.9059
H: -0.8491 6.6419 -2.0202
C: -1.4587 -3.2380 4.9891
O: 0.6209 0.5295 1.0715
C: -2.7427 1.5393 -3.1710
H: -4.5277 1.3943 -4.3409
F: 0.9000 -0.7439 -1.4583
P: -0.5476 1.8791 -1.5516
H: 1.7951 -2.0497 4.6547
C: -4.6487 2.7294 0.7266
C: 3.3456 1.6875 -2.7401
H: 1.8330 -5.4544 1.6330
H: -0.9760 2.5011 -6.4584
P: 1.8284 -0.2153 1.6060
H: 0.4485 1.3671 3.5643
H: -5.1296 5.9077 -0.2983
H: 3.9201 1.1733 -3.4987
H: 1.4935 0.8681 -3.4135
H: 1.7534 3.4641 3.6488
H: 1.8631 -2.3902 0.6062
H: 4.2481 -1.9532 -0.2641
H: 4.8493 1.4105 2.3448
C: -1.3733 1.8162 -3.1681
C: -0.7229 4.5498 -1.5224
F: 0.6790 -1.7776 -3.5154
H: 5.8343 -1.7527 0.4773
O: 2.0292 0.1240 3.1143
H: -3.3903 1.9769 -6.4618
H: -0.5047 -1.3373 5.2305
H: 2.2449 -2.4406 2.3431
B: 1.1796 -2.0396 -2.2678
C: 1.9689 1.5307 -2.7026
H: -1.3707 -5.9449 -0.3583
H: 1.1391 -3.0296 5.9644
H: -0.5984 -5.9194 1.9698
C: 1.7781 1.1580 5.2451
C: -2.1828 -3.0158 -4.4848
C: -1.3605 5.8000 -1.5750
C: -2.3698 -1.5701 -2.5718
H: -5.1551 1.9429 1.2706
H: -1.1226 -2.8711 -4.3002
H: 4.4761 -2.2194 1.4878
C: -1.3053 3.4412 -0.9472
C: 4.7641 -1.6091 0.6291
H: -3.1828 6.8430 -1.2243
H: -4.7621 -1.9942 -4.5170
H: 0.2416 4.4601 -2.0035
C: -5.3303 3.9290 0.4497
C: 4.5096 -0.1412 0.8801
H: 0.3008 2.4450 -4.3717
C: -1.4731 2.2228 -5.5389
H: 3.7372 3.7573 -0.0868
C: -3.2995 4.8049 -0.5426
O: -0.9945 -1.8550 0.8356
C: -1.2935 -4.9943 0.1709
C: -0.2702 -5.1517 1.2710
C: 3.2426 3.1320 -0.8190
H: -1.3246 -4.1744 4.4503
H: -4.8498 -1.7033 -2.7685
H: -4.7525 -3.3660 -3.3847

Cartesian forces (eV/Å) of the 6 atoms listed first:
0.0 0.1 0.0
0.0 0.0 0.0
0.0 0.0 0.0
0.0 0.0 0.0
0.0 0.0 0.0
0.0 0.0 0.0


[2]
A 2-piece molecular cluster, CFNO2S2 overall in a non-equilibrium geometry. Source: OMol25; level of theory: the ωB97M-V functional and the def2-TZVPD basis.

Kohn-Sham gap in eV: 8.70
LUMO energy in eV: -1.50
Total charge: 0
ΔE to the lowest compared entry with this formula, charge and spin in kJ/mol: 41.27
Spin multiplicity: 1

Element x y z (Å)
S: 0.4806 0.3224 -0.3647
S: -1.0956 -1.9468 1.9447
O: -0.0876 -0.9551 2.1067
C: 1.0599 1.3008 -1.5553
O: -1.5516 -2.7108 3.0630
N: 1.4841 1.9608 -2.4397
F: -1.0244 0.7740 -0.4079

Cartesian forces (eV/Å) of the 6 atoms listed first:
1.1 -0.7 0.7
-0.7 -0.6 -0.1
0.3 0.3 0.4
1.5 2.2 -3.3
0.2 0.2 -0.1
-1.0 -1.6 2.3


[3]
C2H4O2P as an isolated structure in a non-equilibrium geometry. Source: OMol25; level of theory: the ωB97M-V functional and the def2-TZVPD basis.

Kohn-Sham gap in eV: 6.79
LUMO energy in eV: 4.45
Total charge: -1
ΔE to the lowest compared entry with this formula, charge and spin in kJ/mol: 124.72
Spin multiplicity: 1

Element x y z (Å)
O: -0.7384 -1.2556 0.0666
C: 0.7090 -0.6764 -0.0299
O: -2.4665 0.5889 0.6300
H: 0.6942 1.3099 -0.9426
H: 1.0729 -1.2949 -0.8868
H: 1.3086 -0.8090 0.8012
P: -1.4822 0.2310 -0.4407
C: 0.2787 0.7870 -0.0682
H: 0.6236 1.1191 0.8706

Cartesian forces (eV/Å) of the 6 atoms listed first:
2.2 0.5 0.5
-3.9 -1.5 -2.4
-0.5 0.5 0.6
0.1 0.4 0.5
0.4 1.3 0.3
0.9 -1.1 1.9


[4]
An isolated ion of composition C3H8N3 and charge +1 in a non-equilibrium geometry. Source: OMol25; level of theory: the ωB97M-V functional and the def2-TZVPD basis.

Kohn-Sham gap in eV: 10.43
LUMO energy in eV: -3.62
Total charge: +1
ΔE to the lowest compared entry with this formula, charge and spin in kJ/mol: 543.46
Spin multiplicity: 1

Element x y z (Å)
H: 0.8644 1.7194 -0.9056
H: -1.5444 -0.6080 1.0862
N: 0.6735 -0.5171 0.8886
C: 0.5144 -0.7493 -0.7802
C: -0.1041 1.3454 -0.8581
H: -0.7751 -0.5551 2.6493
H: 1.5966 -0.8993 1.0588
H: -0.8831 2.0883 -0.8355
N: -0.4719 0.1055 -1.2145
H: 1.5830 -0.4857 -1.2223
N: 0.2507 0.7906 1.0748
H: -1.3914 -0.0219 -1.5628
C: -0.6015 -0.2981 1.5289
H: 0.2888 -1.9148 -0.9075

Cartesian forces (eV/Å) of the 6 atoms listed first:
1.7 0.1 -0.4
0.4 0.0 -1.2
-1.3 -0.1 -4.3
1.4 -4.6 -0.9
-2.4 -0.2 2.9
1.2 0.9 -1.7


[5]
C59H49N6O4PSSiTi as an isolated structure in a non-equilibrium geometry. Source: OMol25; level of theory: the ωB97M-V functional and the def2-TZVPD basis.

Kohn-Sham gap (spin up / spin down) in eV: 7.55 / 7.67
LUMO energy (spin up / spin down) in eV: -2.39 / -2.48
⟨S²⟩: 0.753
Total charge: +1
ΔE to the lowest compared entry with this formula, charge and spin in kJ/mol: 0.00
Spin multiplicity: 2

Element x y z (Å)
H: 2.0913 3.1349 3.0220
C: -3.7287 0.3448 -0.5702
H: -3.7813 1.2823 -0.0146
H: -3.2905 -6.5873 -3.7442
N: -3.1243 1.2692 -2.8087
H: -3.9891 1.7664 -2.9340
C: -0.1673 0.8515 3.4565
H: 0.5655 2.9865 6.5541
C: -1.3873 -3.7964 -3.5848
C: 4.2220 -4.5348 0.1902
Si: 2.7552 -0.1853 -0.6411
H: -3.0864 -0.3868 1.2438
C: -1.0137 3.6623 1.4514
H: 3.7387 -4.9212 -1.8667
C: 0.9785 4.9765 -0.0052
N: -0.2117 -2.3579 -1.8155
H: -3.0482 5.4331 1.9644
H: -3.8784 -4.3549 1.7932
H: 0.2249 -7.1469 2.7516
H: 5.4197 0.8842 0.1301
O: -1.7280 -1.0108 2.7418
C: -2.7570 -2.9573 0.7083
H: -3.2277 -6.0018 -6.1460
C: 4.2455 -3.5904 1.2086
H: 1.2491 -3.6709 0.4400
C: 1.1224 1.2481 5.4404
C: 0.0875 0.1437 -3.7537
H: 0.8566 -0.4489 -3.2868
C: -1.1050 0.4236 -3.0884
C: -0.0939 -6.2365 2.2601
C: -4.5888 4.3022 5.3167
C: -4.3374 5.9552 3.5940
H: 1.1872 0.4893 -5.5447
O: 0.5225 -1.2336 1.8056
H: 1.4257 -0.4138 4.1091
H: 1.7733 5.4625 -0.5561
O: -0.8853 0.4402 0.9559
H: -5.5604 6.2184 5.3380
C: -2.0676 1.2212 -3.7060
N: -1.4883 -2.8006 0.4158
C: 0.3657 2.3790 5.6791
H: 1.9936 2.0712 -2.2988
C: 0.2920 3.9143 -0.5672
C: 4.6844 1.3691 0.7678
N: -3.2205 -0.6899 0.2893
C: -3.1219 3.8697 3.4411
H: 4.5848 -5.5398 0.3733
H: 0.5331 3.5818 -1.5706
H: -2.0842 -5.1773 -2.0971
C: -3.8157 -2.0039 0.2490
H: -0.8124 -2.5756 -5.2536
N: -1.5946 0.0077 -1.8294
C: -2.7173 -5.3774 -5.4240
C: -0.3456 4.7623 1.9933
H: -3.5000 2.4779 5.0374
C: -0.7157 -2.9948 -2.6131
C: 3.4387 0.4806 -2.2519
H: -1.2052 2.4087 -0.2827
C: -1.8992 1.7765 -4.9680
C: 5.1002 2.3282 1.6793
C: -2.7949 0.5350 -1.7279
H: 6.1488 2.5897 1.7480
H: -0.5972 5.1176 2.9843
Ti: -0.4083 -0.9948 -0.3232
H: 4.6178 -3.8599 2.1894
C: 2.4182 1.6715 1.4834
H: 4.9123 2.1587 -5.4328
C: -0.6459 2.7510 4.8048
C: 2.8639 1.6383 -2.7874
H: 1.9210 0.9642 6.1124
C: 3.7467 -4.1879 -1.0694
H: -4.5846 6.9233 3.1759
H: 3.8427 -1.5570 1.7595
C: 4.4948 1.6845 -4.5525
H: -2.6560 2.4104 -5.4147
C: 0.8572 -5.4544 1.5890
C: 3.3346 1.0220 0.6573
C: -0.9500 2.0086 3.6652
C: -2.0241 -4.2516 -5.8490
C: 3.8093 -2.2941 0.9627
H: 5.9401 0.0981 -4.5295
C: 0.5129 -4.2808 0.9478
C: -1.4258 -5.8766 2.2980
S: -0.5670 -0.3328 2.2085
C: -0.7143 1.4861 -5.6161
H: 4.4921 3.7246 3.1960
H: -1.2273 3.6353 5.0263
C: 5.0745 0.5310 -4.0435
H: 5.0173 -0.9601 -2.5025
C: -1.3577 -3.4562 -4.9346
C: -0.8282 -3.9031 0.9869
C: -4.8909 5.5564 4.8028
C: 3.3835 2.2375 -3.9249
O: 1.1116 -0.2188 -0.7739
C: 0.2617 0.6810 -5.0147
H: -0.5338 1.8931 -6.6038
C: 4.1688 2.9647 2.4937
H: 1.1667 6.2508 1.7171
C: 2.8248 2.6363 2.3967
H: -4.7129 -2.1114 0.8676
H: -2.0055 -3.9906 -6.8992
H: 2.9294 3.1378 -4.3227
C: -3.7214 3.4618 4.6349
C: -1.7664 -4.7017 1.6396
C: 0.6466 5.4102 1.2748
H: 1.8894 -5.7775 1.5755
C: -2.0857 -4.9241 -3.1514
C: 4.5509 -0.0634 -2.9002
C: -2.7499 -5.7098 -4.0751
C: 3.3388 -1.9229 -0.2985
H: -5.0391 3.9735 6.2453
H: -4.7306 0.1246 -0.9514
H: 2.9493 -2.6231 -2.2982
P: -2.2056 2.6419 2.4353
H: -4.0889 -2.2460 -0.7803
C: -3.4679 5.1129 2.9112
H: -2.1657 -6.4773 2.8128
C: 0.8453 0.4762 4.3271
N: -2.9848 -4.0632 1.4377
C: 3.3079 -2.8927 -1.3076
C: -0.6992 3.2598 0.1564
H: 1.3713 1.4346 1.3834

Cartesian forces (eV/Å) of the 6 atoms listed first:
0.0 0.0 0.0
0.2 -0.1 0.0
0.0 0.1 0.1
0.0 0.0 0.0
0.0 0.1 -0.1
0.0 0.0 0.0


[6]
A 8-piece molecular cluster, C41H56N2O23P2S overall in a non-equilibrium geometry. Source: OMol25; level of theory: the ωB97M-V functional and the def2-TZVPD basis.

Kohn-Sham gap in eV: 7.78
LUMO energy in eV: 0.21
Total charge: 0
Spin multiplicity: 1
SMILES string: CC(C)[C@H](C)COc1ccc2c(c1)Nc1cc(P(C)C)cc(P(N)O)c1S2.O=C1OCCO1.O=C1OCCO1.O=C1OCCO1.O=C1OCCO1.O=C1OCCO1.O=C1OCCO1.O=C1OCCO1

Element x y z (Å)
C: 0.2648 5.2084 -10.4519
H: 4.0868 -3.5471 5.4018
H: -2.3752 -3.9706 -7.9196
O: -1.7975 2.8102 8.6243
H: -2.0985 0.3760 1.3986
H: -2.6612 -3.7434 3.6547
H: 1.3937 6.8791 -9.6109
C: -5.7012 3.3141 5.3380
O: 4.4636 1.2399 1.4221
C: -6.2393 5.0569 6.6610
H: 2.1524 -5.0068 -4.3429
H: 1.0418 2.9767 3.2197
H: -0.0572 4.3085 3.2685
H: -6.7932 5.2034 7.5842
P: -0.1634 -7.3672 0.2883
O: -1.6168 5.0485 8.4405
C: 3.7705 0.3164 2.1046
C: 1.6016 -3.7051 1.2890
C: 1.5453 5.9746 -10.1940
C: -1.9133 3.9945 7.9772
H: 1.0732 -3.9528 -3.3367
H: -1.5787 -4.5502 -5.0145
C: 4.5607 2.4145 2.2424
H: 3.7618 3.1024 1.9585
H: 2.2935 -3.2735 -4.3969
H: 5.5916 -4.4863 5.3336
C: -0.0106 3.2298 3.1206
C: 5.8062 -1.3782 5.0131
H: 5.5201 2.9028 2.0979
H: -3.1823 -3.4251 -6.4361
H: -3.4040 1.0126 2.3601
O: -0.0550 -4.1744 -6.3490
O: -1.5700 0.6791 3.3561
H: 5.3137 1.5230 4.0891
C: -2.0056 2.4872 1.6668
H: -0.1201 0.9631 0.6884
N: 1.6170 -2.7735 2.3564
H: -7.1926 6.0383 4.9565
H: 0.7857 -0.3172 2.6796
H: -0.4644 5.3218 -9.6482
H: -0.8768 -0.6185 -9.4559
H: -2.5134 3.9772 3.2208
H: -5.4327 5.7895 6.6072
H: 2.0747 -1.9222 2.0019
C: -2.4369 2.4061 6.4568
H: 3.8681 2.5260 4.3121
C: -2.2195 -3.6434 -6.8904
O: -1.2244 1.9711 -7.5766
O: 2.4077 2.7743 -9.4381
C: 2.0717 -4.1122 -3.7375
O: 5.3984 -1.6882 3.7643
O: -2.4170 3.8155 6.7353
H: 2.7582 -1.7642 -2.0012
H: 6.2454 -3.4881 3.2250
H: -2.8420 4.4214 1.5378
H: -1.3561 -0.0459 -7.1592
C: -1.3886 -4.6208 -6.0871
O: 0.7245 3.8532 -10.4686
H: -1.6525 -7.4637 -1.4231
H: 2.9602 -2.5695 0.1234
C: 0.8018 -5.7960 0.3177
C: -0.6439 -3.3531 3.0493
O: 0.8419 -2.1653 -6.8174
O: -1.3907 -2.4751 -6.8965
C: -2.2273 -1.6352 3.5610
H: -0.5166 -6.3689 -1.7381
H: 0.2967 0.5833 -7.2517
H: -2.0119 -6.2817 0.8409
H: 4.4819 -3.4018 3.0217
O: -1.5761 -7.1104 1.0844
H: 0.2223 0.7615 -9.6554
C: 4.3791 1.8475 3.6342
H: -3.2150 -1.3374 3.8794
H: -1.5312 2.1440 5.9062
H: -0.2062 5.4632 -11.3974
H: 3.9226 -1.8654 -3.2905
C: -2.8746 3.6118 2.2655
C: -7.1185 5.0619 5.4273
C: 0.3920 1.8814 0.9612
C: -2.3276 1.0843 2.1946
O: -5.6705 3.7438 6.6178
O: 3.3768 -0.7154 1.6399
H: 1.2108 1.6095 1.6254
H: -1.5143 -5.6525 -6.4041
C: -0.6964 0.6405 -7.6870
C: -1.9568 2.2230 -8.6841
O: -6.4406 4.1387 4.5669
H: -1.9433 0.8581 7.9115
C: 0.3189 -2.3887 2.7685
C: -0.1063 -2.8700 -6.6989
N: -0.6462 -7.3189 -1.3896
H: -8.1223 4.6832 5.6267
S: -0.1408 -5.0463 2.8612
C: -0.5226 2.8813 1.7102
O: 2.3246 5.0269 -9.4568
C: -2.4653 1.8091 7.8438
C: -1.2681 -0.6720 3.2658
H: -3.3042 2.1435 5.8600
C: 3.6843 -2.2573 -2.3080
O: -1.7824 1.2540 -9.6110
C: 2.3657 -4.3743 -0.9031
C: 0.8174 -4.8640 1.3631
C: 5.1354 -3.5279 5.1015
O: -5.1417 2.3384 4.9483
P: 3.3634 -4.0703 -2.4108
H: -0.5979 2.7829 3.9135
O: 3.5714 0.6870 3.3760
H: 2.0760 6.2263 -11.1141
C: -1.9230 -2.9856 3.4447
O: -2.6540 3.1773 -8.8290
H: -3.9053 3.2699 2.3126
H: -3.4813 1.6877 8.2246
H: 1.6041 -6.2651 -1.5979
C: 0.0094 -1.0342 2.8861
C: 1.5978 -5.5318 -0.8019
H: -0.4503 3.8046 1.1344
C: 5.3159 -3.1142 3.6579
H: -2.2828 2.4661 0.6107
C: 1.8732 3.7863 -9.7567
C: 2.3715 -3.4721 0.1510
O: 5.7985 -2.4687 5.8074
C: -0.6981 0.4177 -9.1805
H: 0.8374 2.3260 0.0758
H: 4.4432 -2.0228 -1.5703
O: 6.1268 -0.2860 5.3644

Cartesian forces (eV/Å) of the 6 atoms listed first:
-0.2 0.2 0.0
0.0 0.0 0.0
0.1 0.0 0.0
0.0 0.0 -0.1
0.1 -0.1 0.0
-0.1 -0.1 0.0